Here is a single C5H7F2I molecule from the OMol25 dataset. Energies are from wB97M-V/def2-TZVPD.

Computed properties:
Total energy, Ha: -692.00165
HOMO-LUMO gap (alpha / beta), eV: 7.89 / 8.64
HOMO level (alpha / beta), eV: -8.0 / -8.9

```
15
C5H7F2I (wB97M-V/def2-TZVPD)
C 1.05465 1.84068 0.92096
C 1.15441 0.41444 0.54262
C 0.43302 2.79849 -0.02502
C -0.16515 -0.15202 -1.66173
C 0.00026 -0.31783 -0.13255
F 0.70451 2.68175 -1.28310
F -0.92946 2.84438 0.11186
I 3.02256 -0.46519 0.23779
H 0.33049 1.89855 1.75276
H 2.05167 2.06818 1.20876
H -0.59075 0.73897 -1.97614
H -0.68952 -0.99306 -2.01087
H 0.83803 -0.08461 -2.06573
H 0.03926 -1.45171 0.19579
H -0.87095 0.06747 0.24635
```

Results of the Löwdin charge analysis, in e, for atoms 1 through 8: -0.2287 -0.6940 -0.2952 -0.0902 -0.3150 0.1283 0.0532 0.8762

Here is C9H35N2O8V as an isolated structure from the OMol25 dataset. Energies are from wB97M-V/def2-TZVPD.

Computed properties:
Expectation value of S²: 3.76
Spin multiplicity: 4
Total energy, Ha: -2019.04068
HOMO-LUMO gap (alpha / beta), eV: 6.60 / 6.58
HOMO level (alpha / beta), eV: -11.2 / -11.2
Net charge: +1

```
55
C9H35N2O8V (wB97M-V/def2-TZVPD)
V -0.77732 -1.18019 -2.11463
O -0.74330 0.13627 -0.54914
H 0.05584 0.04137 -0.01434
C -5.76914 0.30503 -2.24354
C -4.53561 -0.12429 -1.48326
C -3.78144 -1.25343 -2.16841
O -2.70771 -1.91864 -1.42119
C -3.23133 -2.76538 -0.39308
N -3.63921 1.05019 -1.38663
H -5.55611 0.34353 -3.31599
H -6.04617 1.31531 -1.95566
H -6.61585 -0.36817 -2.11271
H -4.77490 -0.39839 -0.44830
H -3.37371 -0.88296 -3.11896
H -4.49302 -2.04430 -2.42193
H -3.55089 -2.20258 0.47930
H -2.43676 -3.44485 -0.08933
H -4.03468 -3.39422 -0.77924
H -3.97386 1.68028 -0.65987
H -2.72226 0.79445 -1.03943
C 2.75435 -0.00370 0.44228
C 4.02198 0.81999 0.54711
C 5.13144 0.15587 1.33275
O 5.55595 -1.03242 0.72474
C 6.64552 -1.61458 1.40013
N 4.50747 1.23814 -0.75956
H 2.21214 0.10483 1.38516
H 2.94455 -1.04107 0.16273
H 2.07484 0.37912 -0.32683
H 3.77610 1.68807 1.18388
H 4.71228 -0.12596 2.31512
H 5.92542 0.88557 1.53235
H 7.04682 -2.42956 0.79742
H 6.34672 -2.03165 2.36979
H 7.46726 -0.89750 1.51679
H 5.36388 1.77830 -0.67987
H 3.86438 1.87012 -1.22797
O -1.99698 -0.14443 1.86856
H -1.40317 -0.04993 1.07840
H -2.82387 0.27530 1.61681
O 0.06270 -2.62391 -0.69636
H 0.21760 -3.57141 -0.80968
H 0.16240 -2.47289 0.28771
O -0.27856 2.62235 -1.70524
H -1.21567 2.83790 -1.79043
H -0.26366 1.75049 -1.25346
O -0.19699 -2.37906 1.97703
H -0.01653 -2.70434 2.86602
H -0.98573 -1.79994 2.07908
C 0.41445 3.54565 1.34883
O -0.77498 4.00316 1.99434
H 0.74820 4.28612 0.62068
H 1.21937 3.45237 2.09143
H 0.23554 2.58045 0.89265
H -0.74780 4.95955 2.05392
```

Results of the Löwdin charge analysis, in e, for atoms 1 through 8: 1.2069 -0.4013 -0.0209 -0.0453 -0.4298 -0.1480 -0.3090 -0.0404

Here is a 2-piece molecular cluster, CH2NO3S overall from the OMol25 dataset. Energies are from wB97M-V/def2-TZVPD.

Computed properties:
Total energy, Ha: -717.94035
HOMO-LUMO gap, eV: 6.44
HOMO level, eV: -2.6
Net charge: -1

```
8
CH2NO3S (wB97M-V/def2-TZVPD)
C 0.91385 0.13979 -1.16494
N 0.28051 -0.47601 0.87897
O -0.81663 -1.37797 0.62093
O 2.00212 0.45618 -1.02124
O -0.07626 -0.21563 -1.66089
S -0.16505 0.92006 1.64740
H -1.12992 1.47037 0.89732
H -1.00862 -0.91680 -0.19756
```

Atom-resolved charges from Löwdin, all expressed in e: -0.5965 -0.6600 -0.2563 0.1373 0.0856 0.5200 -0.2212 -0.0089

Here is C3H9FeNO2 as an isolated structure from the OMol25 dataset. Energies are from wB97M-V/def2-TZVPD.

Computed properties:
Expectation value of S²: 6.01
Spin multiplicity: 5
Total energy, Ha: -1588.54174
HOMO-LUMO gap (alpha / beta), eV: 8.08 / 8.86
HOMO level (alpha / beta), eV: -7.7 / -9.0

```
16
C3H9FeNO2 (wB97M-V/def2-TZVPD)
Fe -0.21421 0.41547 -0.60793
C -1.00080 0.47818 -2.81172
H -1.98490 0.37014 -2.35406
H -0.69265 1.52461 -2.83122
H -0.92302 0.00048 -3.80616
H -0.17711 -0.19967 -2.23376
H 0.37770 -0.74250 -1.65611
N -0.47022 -1.09575 1.01094
C -0.14445 -0.41191 2.29950
C -0.03189 1.13804 2.13339
O 0.12037 1.79559 3.15361
O -0.10350 1.63720 0.93716
H -1.36416 -1.56665 1.16693
H 0.18015 -1.90952 0.97192
H -0.90389 -0.56328 3.08502
H 0.85621 -0.71817 2.63860
```

Results of the Löwdin charge analysis, in e, for atoms 1 through 8: 0.7102 -0.1566 0.0272 0.0303 0.0545 -0.1430 -0.0094 -0.0497

Here is C22H33N8OReS as an isolated structure from the OMol25 dataset. Energies are from wB97M-V/def2-TZVPD.

Computed properties:
Expectation value of S²: 0.91
Spin multiplicity: 2
Total energy, Ha: -1847.06860
HOMO-LUMO gap (alpha / beta), eV: 6.25 / 6.73
HOMO level (alpha / beta), eV: -17.0 / -17.0
Net charge: +3

```
66
C22H33N8OReS (wB97M-V/def2-TZVPD)
Re 0.13544 -0.37232 0.13105
C 1.35175 -3.14509 0.98265
C 2.53463 -2.24467 0.66402
N 2.15992 -0.81420 0.79095
C 2.32078 -0.24270 2.15509
C 1.17933 -0.70692 3.03807
N -0.12743 -0.66636 2.29619
C -0.97426 -1.85512 2.60718
C -1.04903 -2.82155 1.41294
N 0.07344 -2.55155 0.46963
H 1.49915 -4.13251 0.54000
H 1.23632 -3.29958 2.05304
H 3.37881 -2.47928 1.31781
H 2.87602 -2.39796 -0.35928
H 2.75034 -0.26065 0.15986
H 3.28550 -0.52598 2.58285
H 2.31488 0.84038 2.04433
H 1.34940 -1.72747 3.37569
H 1.11520 -0.08652 3.93410
H -0.63658 0.19254 2.56533
H -0.57072 -2.35069 3.49090
H -1.97823 -1.52595 2.87089
H -1.01308 -3.86321 1.74145
H -1.97192 -2.68329 0.85357
H -0.16773 -3.01753 -0.40681
S -1.99870 -0.47765 -0.77277
C -3.42493 -0.52962 0.27833
C -4.52620 -1.28575 -0.08728
C -5.67481 -1.23790 0.69723
C -5.71112 -0.43691 1.83173
C -4.59307 0.30448 2.15161
N -3.49534 0.23845 1.38330
H -4.48551 -1.88918 -0.98220
H -6.54238 -1.81912 0.41470
H -6.59211 -0.37574 2.45295
H -4.54354 0.96161 3.00808
C 2.98040 4.00138 -0.84232
N 1.79033 3.47975 -0.15706
C 0.93299 4.31725 0.49531
C -0.12467 3.85941 1.18110
C -0.40730 2.44981 1.22417
N 0.40943 1.61850 0.43503
C 1.58275 2.13540 -0.16064
O 2.38347 1.35546 -0.64978
N -1.36794 1.91641 1.91474
H 3.13886 5.02286 -0.51040
H 2.82814 3.97916 -1.92050
H 3.84276 3.39079 -0.58309
H 1.17536 5.36883 0.44114
H -0.77209 4.54470 1.70609
H -1.83134 2.64561 2.45262
H -2.65992 0.83330 1.61263
C 1.75291 0.06426 -6.08136
C 1.33444 -0.05820 -4.65724
C 0.48037 0.86164 -4.05076
C 0.11097 0.70577 -2.73502
N 0.54933 -0.31071 -1.96613
C 1.37154 -1.20639 -2.55126
C 1.76979 -1.12237 -3.86075
H 1.43704 1.00841 -6.51608
H 1.31750 -0.74790 -6.66615
H 2.83642 -0.02563 -6.16806
H 0.09192 1.70126 -4.60750
H -0.55510 1.41475 -2.26238
H 1.69866 -2.03283 -1.93787
H 2.41873 -1.88520 -4.26564
```

Results of the Löwdin charge analysis, in e, for atoms 1 through 8: 1.4145 -0.1247 -0.1302 -0.1696 -0.1386 -0.1262 -0.1573 -0.1346

Here is C22H22Br4N2O5V as an isolated structure from the OMol25 dataset. Energies are from wB97M-V/def2-TZVPD.

Computed properties:
Expectation value of S²: 0.76
Spin multiplicity: 2
Total energy, Ha: -12577.32315
HOMO-LUMO gap (alpha / beta), eV: 6.26 / 6.66
HOMO level (alpha / beta), eV: -7.5 / -7.5

```
56
C22H22Br4N2O5V (wB97M-V/def2-TZVPD)
V 0.11808 -0.46145 0.21349
O 3.24359 1.20580 -0.94894
C 2.05847 1.13248 -1.18973
O 1.24298 0.29523 -0.65294
C 1.37894 2.01951 -2.20190
C 2.13032 2.80360 -3.07189
C 1.45823 3.56001 -4.01884
C 0.07309 3.50907 -4.04516
C -0.57951 2.68989 -3.12992
N 0.05046 1.95914 -2.22826
H 3.20563 2.79524 -2.99721
H 2.00885 4.16348 -4.72615
H -0.48478 4.08785 -4.76528
H -1.65771 2.60335 -3.11819
Br 1.70203 -5.87542 4.01236
C 0.86702 -4.36998 3.24936
C -0.16077 -3.73186 3.94084
Br -0.74627 -4.41628 5.59704
C -0.76346 -2.59327 3.40613
Br -2.15798 -1.69729 4.31455
C -0.31995 -2.09753 2.18947
O -0.71233 -1.04001 1.53559
C 0.73112 -2.74867 1.47646
O 1.05327 -2.15819 0.37441
C 1.30424 -3.90112 2.01296
Br 2.69087 -4.75581 1.06307
C 2.52697 0.31744 2.50999
C 1.29093 1.08446 2.95410
O 0.59314 1.52801 1.80184
C -0.64593 2.15529 2.08072
C -1.27208 2.56593 0.75675
H 3.06092 -0.08202 3.36861
H 3.18790 0.97778 1.95228
H 2.25242 -0.51273 1.85534
H 1.57840 1.95669 3.56073
H 0.62679 0.44861 3.56248
H -0.48306 3.04015 2.71597
H -1.30367 1.45848 2.62726
H -0.67364 3.34366 0.28704
H -2.28172 2.93636 0.91657
H -1.30043 1.70857 0.07076
C 0.65301 -1.54164 -2.85557
C -0.74481 -1.22502 -2.43396
C -1.86877 -1.15830 -3.22390
C -2.96137 -0.87754 -2.36908
C -2.45938 -0.77744 -1.09773
C -3.22809 -0.62180 0.17381
N -1.09558 -0.97752 -1.13973
H 0.62634 -2.18625 -3.73284
H 1.20346 -2.04581 -2.05552
H 1.19369 -0.63032 -3.12605
H -1.91222 -1.30683 -4.28418
H -3.98780 -0.77902 -2.66609
H -3.13860 -1.52135 0.78684
H -4.28273 -0.48614 -0.05287
H -2.88849 0.23056 0.76510
```

Results of the Löwdin charge analysis, in e, for atoms 1 through 8: 1.1234 0.1469 -0.4745 -0.1377 -0.1860 0.0140 -0.0484 -0.0420

Here is a single C22H18N2O5S molecule from the OMol25 dataset. Energies are from wB97M-V/def2-TZVPD.

Computed properties:
Total energy, Ha: -1733.08893
HOMO-LUMO gap, eV: 8.29
HOMO level, eV: -8.6
SMILES: Cc1ccc2oc(=O)c3cc(C(=O)N4CCN(C(=O)c5ccco5)CC4)sc3c2c1

```
48
C22H18N2O5S (wB97M-V/def2-TZVPD)
C 4.82769 -1.45294 -2.54294
C 3.45584 -1.03139 -2.96839
C 3.22315 -0.63626 -4.28974
C 1.97351 -0.23988 -4.71308
C 0.90897 -0.22874 -3.81523
O -0.30312 0.17679 -4.27366
C -1.42280 0.24305 -3.49188
O -2.44823 0.63910 -3.98290
C -1.25211 -0.17175 -2.10669
C -2.25321 -0.18201 -1.10447
C -1.77459 -0.59548 0.09949
C -2.44201 -0.79431 1.41645
O -2.51562 -1.89729 1.91640
N -2.93540 0.32330 2.01608
C -2.66393 1.66570 1.55844
C -1.28133 2.10599 2.09375
N -0.99963 1.37326 3.30661
C 0.09224 0.60675 3.58127
O 0.14478 -0.06913 4.59553
C 1.24428 0.58768 2.66190
C 2.27317 -0.32024 2.72220
C 3.15389 0.00173 1.66982
C 2.61056 1.08382 1.04658
O 1.46196 1.44706 1.63446
C -2.16919 1.21379 4.14877
C -3.17586 0.27333 3.44704
S -0.08934 -1.02029 0.03378
C -0.02077 -0.59017 -1.63526
C 1.12413 -0.62696 -2.48519
C 2.40077 -1.02247 -2.07955
H 5.17332 -2.28554 -3.15343
H 4.83443 -1.75848 -1.50051
H 5.53246 -0.63267 -2.67183
H 4.04312 -0.64322 -4.99214
H 1.79467 0.06495 -5.73157
H -3.27423 0.09387 -1.29633
H -2.68726 1.71947 0.47173
H -3.45729 2.30717 1.95070
H -1.28280 3.18253 2.30516
H -0.51604 1.90522 1.34870
H 2.36072 -1.11225 3.43598
H 4.06757 -0.49531 1.41680
H 2.93222 1.66440 0.20401
H -2.60549 2.20151 4.32135
H -1.84666 0.78769 5.09868
H -3.02933 -0.76161 3.76137
H -4.20506 0.57348 3.66354
H 2.54020 -1.32114 -1.05063
```

Results of the Löwdin charge analysis, in e, for atoms 1 through 8: -0.0464 -0.2711 -0.0290 0.0196 -0.1797 0.1347 -0.3976 0.1336

Here is a 12-piece molecular cluster, C4H31NO13S overall from the OMol25 dataset. Energies are from wB97M-V/def2-TZVPD.

Computed properties:
Total energy, Ha: -1602.04535
HOMO-LUMO gap, eV: 9.46
HOMO level, eV: -9.5
SMILES: N[C@H](CCS)C(=O)O.O.O.O.O.O.O.O.O.O.O.O

```
50
C4H31NO13S (wB97M-V/def2-TZVPD)
N 0.37554 -0.20204 0.74775
C 1.10379 -1.39271 1.27024
C 2.12806 -1.04762 2.35114
C 1.79005 -0.09788 3.45439
S 0.59698 -0.78626 4.70388
C 1.90874 -2.04805 0.15566
O 3.05174 -2.32615 0.02015
O 1.04082 -2.25616 -0.89266
H 0.24130 0.59577 1.31776
H 1.03000 0.21771 -0.00799
H 0.25873 -2.04394 1.63071
H 2.34053 -1.99438 2.87720
H 3.06294 -0.74313 1.89495
H 2.73939 0.11786 3.94272
H 1.28750 0.73769 3.00645
H -0.29572 0.14143 4.45134
H 0.11144 -2.20269 -0.58734
O -1.13337 -0.67247 -2.71213
H -0.87066 -1.48164 -3.21768
H -0.46717 -0.60770 -2.01665
O -0.84824 3.61495 -0.86194
H -0.92690 4.38731 -1.45980
H -1.74398 3.24824 -0.85787
O -0.30309 -3.69448 -3.51717
H 0.22918 -3.78109 -2.72675
H -0.95292 -3.07052 -3.16982
O -2.91772 0.24009 1.46843
H -2.66081 -0.68849 1.51059
H -2.01343 0.61740 1.37841
O 2.68166 -0.30352 -2.14028
H 3.18706 0.13965 -1.46081
H 3.06068 -1.18882 -2.26008
O 0.50541 3.06392 1.94877
H -0.06677 3.66104 1.47105
H 1.30439 3.06090 1.41302
O -3.68567 0.94344 -1.28299
H -3.03711 0.32635 -1.64419
H -3.63936 0.73036 -0.35002
O -1.69921 -2.06241 -0.81028
H -1.74041 -1.28886 -0.23631
H -2.52844 -2.50679 -0.99240
O 1.31564 1.86560 -1.62888
H 0.46997 2.30333 -1.81014
H 1.43695 1.20507 -2.30917
O 2.43625 4.22513 -1.10366
H 3.30870 4.27779 -0.73986
H 2.07758 3.33661 -1.17467
O -4.21011 -1.57214 0.16079
H -4.41877 -0.79313 0.70533
H -4.92116 -2.20462 0.09080
```

Results of the Löwdin charge analysis, in e, for atoms 1 through 8: 0.0786 -0.2815 -0.2543 -0.5189 0.7141 -0.4820 0.1471 0.0450